C2H4INS | ωB97M-V with the def2-TZVPD basis set

Summary:
* HOMO-LUMO gap (alpha / beta): 8.43 / 8.43 eV
* multiplicity: 1
* LUMO energy (alpha / beta): -0.932 / -0.933 eV
* energy: -829.132541 a.u.
* HOMO energy (alpha / beta): -9.363 / -9.363 eV
* relative energy (zero: lowest compared OMol25 entry of this formula, charge and spin): 237.2 kJ/mol

XYZ file:
```
9
Properties=species:S:1:pos:R:3:forces:R:3
C -1.237806 0.516715 0.556031 2.264 -1.624 0.250
C 2.206039 -0.361347 -0.576641 -2.860 -0.319 3.065
N -2.106875 0.647853 -0.332178 -0.360 0.542 -0.355
S 2.314055 -1.106591 0.910851 -0.319 1.467 -2.409
I -3.998643 -0.065217 -0.003435 0.007 -0.065 0.203
H -1.214056 -0.114934 1.474703 -0.783 0.704 -0.295
H -0.176320 0.759734 0.259139 -1.179 0.454 0.306
H 1.329753 0.249962 -0.969353 0.996 -0.674 0.998
H 2.883857 -0.526177 -1.319118 2.234 -0.485 -1.763
```
Positions in Å, forces in eV/Å.

Mulliken population analysis, charges in e, atoms 1 to 5: -0.02, -0.32, -0.47, -0.14, 0.10

***

C2H3NO3 | ωB97M-V with the def2-TZVPD basis set

Summary:
* HOMO-LUMO gap: 10.75 eV
* SMILES: O=CO/C=N/O
* multiplicity: 1
* LUMO energy: 0.669 eV
* energy: -358.360261 a.u.
* HOMO energy: -10.084 eV
* relative energy (zero: lowest compared OMol25 entry of this formula, charge and spin): 444.8 kJ/mol

XYZ file:
```
9
Properties=species:S:1:pos:R:3:forces:R:3
O 0.181285 -0.900982 -1.585819 -1.230 -2.820 1.691
C 0.000063 -1.668178 -0.634922 2.306 4.206 -2.848
O 0.015691 -1.170647 0.638535 -0.901 -1.059 1.170
C -0.238921 0.170334 0.972998 1.044 -0.774 -0.120
N 0.194929 1.004424 0.090324 -1.524 -0.760 0.649
O -0.122284 2.347797 0.293107 0.482 -0.859 -0.186
H 0.117553 -2.744720 -0.771069 -0.576 -0.111 0.845
H -0.630092 0.172421 2.118475 0.668 0.645 -2.996
H -0.016334 2.319061 1.225284 -0.269 1.532 1.795
```
Positions in Å, forces in eV/Å.

Mulliken population analysis, charges in e, atoms 1 to 5: -0.43, 0.18, -0.29, 0.09, -0.21

***

C9H22FN3O7S2 | ωB97M-V with the def2-TZVPD basis set

Summary:
* HOMO-LUMO gap: 9.67 eV
* SMILES: O=S(=O)(O)CCCNS(=O)(=O)F.CNC(C)=O.CNC(C)=O
* multiplicity: 1
* LUMO energy: 0.267 eV
* energy: -1943.274303 a.u.
* HOMO energy: -9.404 eV

XYZ file:
```
44
Properties=species:S:1:pos:R:3:forces:R:3
O -4.689429 -4.278744 -1.098769 1.479 3.040 -0.222
S -4.334640 -3.059809 -1.881151 -3.224 -4.428 -1.992
O -5.059510 -3.124525 -3.181001 1.999 1.853 2.475
O -4.771210 -1.706347 -1.038324 0.982 -1.526 -0.862
C -2.528755 -3.057185 -2.228138 0.615 1.179 0.066
C -1.930573 -1.595800 -2.352859 0.394 -0.670 0.047
C -0.613909 -1.420575 -1.499215 -0.416 0.072 -1.620
N -0.858354 -0.503553 -0.371104 -0.729 -1.813 1.133
S -1.263113 -1.266362 1.060094 3.164 -0.640 3.710
O -0.534485 -0.612329 2.179886 -2.488 -0.613 -2.939
O -1.072640 -2.723829 1.055204 -1.478 2.768 -1.167
F -2.856577 -0.972644 1.331507 1.953 -0.303 -0.974
H -4.752892 -2.000508 -0.109818 -0.063 0.152 -0.002
H -1.983513 -3.650430 -1.456570 -0.856 0.450 -0.320
H -2.382523 -3.550535 -3.213340 -0.720 0.053 0.790
H -2.677313 -0.819802 -2.070225 0.683 -0.535 -0.177
H -1.658014 -1.433582 -3.418512 -0.323 0.005 0.746
H 0.099116 -0.903216 -2.166680 -0.431 -0.255 0.730
H -0.133674 -2.384777 -1.230255 -0.591 0.547 0.259
H -0.147124 0.208775 -0.250913 -0.277 -0.053 0.448
C 3.090782 0.639990 6.612538 0.530 0.062 -0.088
N 3.688057 0.657665 5.292065 -0.267 -0.034 -0.146
C 3.072644 0.521987 4.086183 0.234 0.023 -0.215
C 1.579550 0.326334 4.074093 0.143 0.079 0.000
O 3.731266 0.560928 3.056220 -0.091 0.015 0.037
H 3.309135 1.587780 7.109023 -0.171 -0.062 0.166
H 3.539145 -0.171459 7.189445 -0.186 0.031 0.162
H 2.015420 0.497362 6.568698 0.054 0.000 -0.085
H 4.685330 0.784661 5.219890 -0.015 -0.007 0.030
H 1.240422 0.234533 3.049418 0.160 0.013 0.085
H 1.313465 -0.586728 4.609012 -0.127 0.097 0.053
H 1.082886 1.186212 4.527744 -0.074 -0.120 0.110
C 1.173777 3.772540 -4.406074 -0.365 -0.116 -0.314
N 0.317977 2.655700 -4.052523 0.171 -0.156 0.387
C 0.379261 1.865142 -2.954683 -0.385 -0.089 -0.294
C 1.462949 2.149671 -1.945349 -0.077 -0.046 0.002
O -0.432570 0.952809 -2.810001 0.325 0.640 -0.067
H 0.557002 4.667010 -4.507438 0.195 0.110 0.010
H 1.647357 3.560002 -5.365982 0.139 0.170 0.056
H 1.941117 3.948541 -3.658400 -0.067 -0.068 0.002
H -0.429730 2.407919 -4.682369 0.013 0.037 -0.009
H 1.390492 1.439739 -1.124881 0.016 0.012 -0.064
H 2.445765 2.041503 -2.405710 0.023 0.128 0.083
H 1.347633 3.155934 -1.540737 0.149 -0.001 -0.029
```
Positions in Å, forces in eV/Å.

Mulliken population analysis, charges in e, atoms 1 to 5: -0.64, 1.21, -0.65, -0.46, -0.69

***

C5H10BN2O2 | ωB97M-V with the def2-TZVPD basis set

Summary:
* HOMO-LUMO gap: 9.40 eV
* multiplicity: 1
* LUMO energy: -5.008 eV
* energy: -481.170697 a.u.
* total charge: +1
* HOMO energy: -14.413 eV
* relative energy (zero: lowest compared OMol25 entry of this formula, charge and spin): 3.3 kJ/mol

XYZ file:
```
20
Properties=species:S:1:pos:R:3:forces:R:3
B -1.874065 -0.710419 0.090962 0.691 1.451 -0.811
C 0.515024 0.034882 -0.349562 1.151 -0.357 0.319
C 2.309339 0.371987 0.899591 0.750 -0.735 -0.321
C 1.919798 -1.219608 -0.691581 -4.038 1.669 -0.616
C -0.996437 0.493212 -0.635593 1.952 -2.439 -0.014
C -1.249965 1.896528 -0.129935 0.067 0.022 0.036
N 1.080441 0.738871 0.580865 -0.927 0.727 0.125
N 2.798903 -0.658729 0.248611 0.453 0.402 0.644
O -3.056049 -0.481269 0.649827 -0.951 -0.263 0.551
O -1.323824 -1.932133 0.085392 0.553 -0.803 -0.082
H -1.173693 0.401806 -1.710349 -0.009 -0.088 -0.016
H 2.873932 0.910065 1.645607 0.202 -0.089 0.078
H 1.516705 -2.198966 -0.449665 0.098 -0.026 0.098
H 2.209365 -1.118426 -1.731066 0.197 0.000 -0.040
H -1.247746 1.933971 0.956679 -0.010 0.075 0.015
H -2.218050 2.228719 -0.500788 -0.071 0.027 -0.006
H -0.494332 2.587265 -0.495707 -0.045 0.105 0.005
H 3.727314 -1.033232 0.400810 -0.020 0.122 0.071
H -3.456221 0.387260 0.664999 0.097 0.220 -0.101
H -1.860443 -2.631785 0.470897 -0.140 -0.023 0.066
```
Positions in Å, forces in eV/Å.

Mulliken population analysis, charges in e, atoms 1 to 5: 0.53, 0.05, -0.16, -0.36, 0.40

***

C2H2N4O | ωB97M-V with the def2-TZVPD basis set

Summary:
* HOMO-LUMO gap: 9.72 eV
* SMILES: Oc1ncnnn1
* multiplicity: 1
* LUMO energy: -0.513 eV
* energy: -371.552562 a.u.
* HOMO energy: -10.231 eV
* relative energy (zero: lowest compared OMol25 entry of this formula, charge and spin): 178.0 kJ/mol

XYZ file:
```
9
Properties=species:S:1:pos:R:3:forces:R:3
O 2.303130 -0.039049 -0.130191 -4.500 -3.961 1.701
C 0.876824 0.043889 -0.031960 0.220 -2.017 1.520
N 0.124112 1.149776 0.101165 4.526 1.463 -0.608
C -1.099363 0.951974 0.047092 -6.423 -0.100 -2.119
N -1.758510 -0.298642 -0.138102 -0.677 2.145 0.130
N -1.079985 -1.352826 -0.025753 2.304 1.567 0.748
N 0.257055 -1.127921 0.148728 1.876 -1.508 -1.062
H 2.262485 -1.172289 0.164020 0.623 4.410 -1.424
H -1.885746 1.845092 -0.134997 2.050 -1.999 1.114
```
Positions in Å, forces in eV/Å.

Mulliken population analysis, charges in e, atoms 1 to 5: -0.51, 0.56, -0.36, 0.14, -0.17

***

C28H40Cl2F3N4O18 | ωB97M-V with the def2-TZVPD basis set

Summary:
* HOMO-LUMO gap: 9.38 eV
* multiplicity: 1
* LUMO energy: -3.320 eV
* energy: -3883.841171 a.u.
* total charge: +1
* HOMO energy: -12.699 eV

XYZ file:
```
95
Properties=species:S:1:pos:R:3:forces:R:3
C -0.326414 2.611388 -3.243000 0.714 -1.048 0.605
C -0.484122 1.216534 -2.428720 -1.636 1.289 0.077
N -1.697334 0.785035 -2.179213 3.441 0.229 -0.218
C 0.885668 0.516570 -1.965037 -0.417 -0.847 -0.100
C 0.926429 0.071290 -0.441953 0.070 -0.919 -0.088
N 0.716157 -1.299043 -0.027694 1.091 5.302 0.546
C 0.400515 -2.508917 -0.833977 0.372 -1.717 -0.157
C -1.172019 -2.867155 -0.920930 0.257 -0.001 0.308
O -1.442484 -3.487849 -2.210905 0.160 1.490 0.174
C -1.509298 -2.488673 -3.251105 -0.381 0.077 -0.365
C -2.099177 -3.058822 -4.630722 -0.006 -0.548 0.131
F -3.398614 -3.603391 -4.396856 3.047 1.249 -0.979
F -2.189353 -1.978556 -5.533671 -0.031 -2.469 1.798
F -1.275841 -4.054721 -5.225244 -2.224 2.391 1.407
N 0.828169 -1.364671 1.341657 0.535 4.570 0.643
C 1.089649 -0.043754 1.812605 -0.768 -2.978 -1.643
C 1.226131 0.196067 3.383522 -0.469 -0.345 0.561
O 0.451803 1.316714 3.881226 3.624 0.610 -0.758
O -0.873278 0.994252 3.987395 -2.780 -0.571 0.211
N 1.188497 0.906313 0.694939 -1.151 -4.880 -0.328
C 1.449155 2.368102 0.821295 0.101 1.466 1.642
Cl 0.155099 3.402233 -0.017712 1.260 -1.242 0.783
C 2.948400 2.813351 0.471169 0.459 -1.128 -1.096
C 3.215031 3.220740 -1.049643 1.293 0.485 0.182
Cl 3.526310 4.128402 1.651303 -0.846 -1.070 -1.037
H 0.800369 2.765798 -3.448990 -1.887 -0.142 0.042
H -0.937149 2.526697 -4.197393 0.938 0.251 1.303
H -0.687185 3.496301 -2.608469 0.333 -1.502 -1.042
H -1.604518 -0.085967 -1.628908 -0.276 0.391 -0.138
H 0.970472 -0.456986 -2.584044 -0.063 1.518 1.045
H 1.756434 1.169096 -2.299116 -1.112 -0.879 0.967
H 0.909534 -2.458617 -1.867056 -0.947 0.209 1.709
H 0.902576 -3.397907 -0.300246 -0.521 1.633 -0.710
H -1.445116 -3.613842 -0.088219 0.394 1.082 -1.537
H -1.801406 -1.933611 -0.727789 0.664 -1.159 -0.460
H -0.481802 -2.047646 -3.483538 -1.316 -0.535 0.136
H -2.220723 -1.660966 -2.918743 0.854 -0.972 -0.682
H 0.882498 -0.723906 3.991699 0.539 1.048 -1.533
H 2.310654 0.394952 3.690690 -1.591 0.017 -0.625
H -1.281060 1.795255 4.405162 0.829 -0.723 -0.522
H 1.301782 2.605518 1.942378 0.120 -0.608 -1.859
H 3.622738 1.902337 0.688061 -1.098 1.462 -0.135
H 4.209245 3.810095 -1.056193 -1.560 -1.041 0.016
H 2.440607 3.914629 -1.511715 0.787 -1.156 0.759
H 3.433854 2.287170 -1.694322 -0.582 1.457 1.073
C -3.846731 3.614907 -5.065556 -0.009 -0.746 -0.443
C -4.656553 4.851338 -5.315230 -0.512 0.212 -0.686
O -4.598624 5.529195 -4.067345 0.518 -0.281 0.352
C -3.479851 5.095966 -3.427153 0.222 0.588 0.880
O -3.040682 5.584974 -2.426274 -0.231 -0.463 -0.742
O -2.921473 4.034280 -4.070880 -0.260 0.495 0.174
H -3.325937 3.269295 -5.959918 0.105 0.039 0.188
H -4.448014 2.793589 -4.665050 0.033 0.066 0.008
H -4.217380 5.491201 -6.086055 -0.005 -0.041 0.066
H -5.688490 4.626056 -5.587723 0.058 0.153 0.173
C -5.488744 -2.956700 -1.806491 -0.128 0.030 -0.933
C -6.564646 -2.814655 -0.772828 -0.824 0.272 -0.108
O -6.002399 -3.456230 0.364663 0.741 -0.044 -0.083
C -4.651717 -3.421727 0.217554 0.403 -0.327 0.826
O -3.869198 -3.725510 1.072983 -0.440 0.288 -0.691
O -4.300186 -2.996284 -1.026331 -0.060 -0.025 0.549
H -5.467616 -2.119105 -2.505242 0.189 -0.075 0.105
H -5.571108 -3.888807 -2.372320 0.033 0.055 0.061
H -6.770876 -1.769651 -0.523455 0.038 -0.064 0.002
H -7.495891 -3.297907 -1.071143 0.112 -0.044 0.209
C 8.791327 4.807143 -0.449647 0.714 0.500 0.099
C 7.443827 4.918688 0.196916 -0.234 0.576 0.701
O 6.611450 4.152622 -0.664508 0.246 -0.312 -0.300
C 7.416386 3.268801 -1.316923 -0.067 -0.861 -0.665
O 7.015845 2.364511 -1.992167 0.157 0.690 0.553
O 8.729720 3.545201 -1.101928 -0.710 -0.177 -0.050
H 9.605448 4.829987 0.275947 -0.025 -0.170 -0.165
H 8.962019 5.584735 -1.199623 -0.036 -0.062 0.034
H 7.420963 4.475738 1.196851 0.006 -0.005 -0.077
H 7.094607 5.950349 0.258684 -0.130 -0.172 -0.094
C 2.125498 -6.146612 2.854200 -0.124 -0.890 0.219
C 1.905367 -4.978805 3.763252 -0.564 -0.012 0.861
O 2.731146 -3.967002 3.193808 0.217 -0.093 -0.763
C 2.901075 -4.282130 1.883513 0.328 0.401 -0.327
O 3.403898 -3.554662 1.071685 -0.487 -0.392 0.426
O 2.425603 -5.527409 1.609173 0.210 0.765 -0.082
H 1.242674 -6.781681 2.770357 0.113 0.098 -0.191
H 2.977326 -6.761542 3.158283 -0.025 0.065 -0.061
H 0.867128 -4.635518 3.757617 0.104 0.024 0.038
H 2.203014 -5.188614 4.791258 0.046 0.218 -0.119
C -3.051578 -1.502548 6.958477 -0.814 0.076 0.326
C -1.904007 -0.540415 6.950760 -0.052 0.946 0.336
O -0.780210 -1.378191 6.730243 -0.081 -0.463 -0.246
C -1.235232 -2.500131 6.114009 0.263 -0.647 -0.378
O -0.528439 -3.337209 5.633166 -0.310 0.493 0.194
O -2.594115 -2.545830 6.108420 0.720 0.004 -0.063
H -3.970677 -1.060609 6.571324 0.088 -0.210 -0.084
H -3.247295 -1.913850 7.952773 0.042 0.006 -0.070
H -1.971106 0.181257 6.132249 0.016 -0.111 0.025
H -1.806428 -0.000345 7.893645 0.182 -0.122 -0.089
```
Positions in Å, forces in eV/Å.

Mulliken population analysis, charges in e, atoms 1 to 5: -0.56, 0.55, -0.67, -0.35, -0.05